No. 1
Below is C36H44Cl5IN2O5Si4Sn as an isolated structure, with properties calculated with the ωB97M-V functional and the def2-TZVPD basis.

Properties
energy relative to the best compared isomer or geometry (same formula, charge and spin): 68.9 kJ/mol
HOMO level: -2.082 eV
net charge: -2
electronic energy: -159325.9723 eV

Geometry (Å):
Sn -0.0886 -1.5651 0.4105
C 4.3741 -0.7947 1.1921
C 4.2141 -0.7344 -0.2941
N 5.1923 -0.2495 -1.0287
C 5.0302 -0.1774 -2.3597
C 3.8954 -0.6185 -3.0023
C 3.8115 -0.5844 -4.5012
O 4.3190 -1.7796 -5.1098
C 2.8422 -1.1415 -2.2388
C 1.6613 -1.7786 -2.8361
N 0.5449 -1.6661 -2.2568
C -0.5258 -2.5628 -2.4717
C -0.8922 -3.0839 -3.7091
C -1.9417 -3.9896 -3.7560
C -2.5783 -4.3691 -2.5762
C -2.1801 -3.8265 -1.3567
C -1.1602 -2.8804 -1.2718
I 0.2017 -3.9227 1.9494
C 2.9685 -1.2092 -0.8303
O 2.1102 -1.6997 -0.0136
H 5.3232 -0.3427 1.4783
H 4.3360 -1.8302 1.5354
H 3.5407 -0.2985 1.6946
H 5.8468 0.2556 -2.9269
H 4.4180 0.2293 -4.9016
H 2.7757 -0.4224 -4.8225
H 4.0529 -2.5127 -4.5428
H 1.8026 -2.4881 -3.6669
H -0.3868 -2.7716 -4.6195
H -2.2621 -4.3996 -4.7077
H -3.3889 -5.0892 -2.6124
H -2.6966 -4.1400 -0.4544
Cl -1.2550 1.9109 8.3457
C -0.7832 1.3542 6.7674
C -1.7136 0.7786 5.9013
Cl -3.3657 0.6289 6.4239
C -1.3501 0.3352 4.6469
Cl -2.5116 -0.3914 3.5893
C -0.0064 0.4344 4.1365
O 0.3397 0.0608 3.0097
C 0.9130 1.0345 5.0769
Cl 2.5470 1.1950 4.5294
C 0.5361 1.4692 6.3276
Cl 1.7160 2.1831 7.3886
O 0.6714 1.6168 -1.9735
C 1.5343 1.9825 -1.0099
O 1.3288 1.7878 0.1507
C 2.7652 2.6758 -1.5029
C 3.8407 2.8014 -0.6346
C 4.9742 3.4917 -1.0322
C 5.0258 4.0810 -2.2878
C 3.9405 3.9782 -3.1489
C 2.8160 3.2714 -2.7548
H 3.7736 2.3572 0.3467
H 5.8204 3.5563 -0.3627
H 5.9150 4.6149 -2.5997
H 3.9709 4.4442 -4.1257
H 1.9645 3.1935 -3.4175
C -1.5468 4.1640 0.3994
Si -0.8764 4.4324 -1.3282
C -1.9717 5.6404 -2.2798
C 0.7632 5.3193 -1.1142
Si -0.8066 2.3254 -2.4422
Si -0.6361 2.2316 -4.8124
C 1.1369 2.0692 -5.4173
C -1.5327 0.7241 -5.4823
C -1.3889 3.7530 -5.6368
Si -2.8595 1.2697 -1.8743
C -3.2725 1.0252 -0.0683
C -3.3385 -0.3393 -2.6971
C -4.0578 2.5727 -2.5632
H -1.2422 4.9980 1.0353
H -1.1367 3.2544 0.8405
H -2.6340 4.0946 0.4220
H -2.0429 6.5816 -1.7306
H -2.9795 5.2688 -2.4425
H -1.5390 5.8545 -3.2585
H 0.5313 6.2646 -0.6165
H 1.2761 5.5386 -2.0498
H 1.4480 4.7624 -0.4767
H 1.7506 1.4772 -4.7377
H 1.6258 3.0352 -5.5493
H 1.1165 1.5599 -6.3827
H -1.3074 -0.1736 -4.9037
H -1.2185 0.5520 -6.5144
H -2.6119 0.8607 -5.4759
H -0.9175 4.6704 -5.2833
H -2.4565 3.8355 -5.4375
H -1.2522 3.6986 -6.7193
H -3.0371 -0.0002 0.2189
H -4.3490 1.1770 0.0475
H -2.7550 1.6753 0.6253
H -2.5886 -1.1160 -2.5783
H -3.5550 -0.2317 -3.7549
H -4.2463 -0.6852 -2.1970
H -4.0445 3.4910 -1.9801
H -5.0698 2.1636 -2.5150
H -3.8550 2.8322 -3.6026

=====

No. 2
Below is a 6-piece molecular cluster, C41H92ClIN7O14 overall at a distorted geometry, with properties calculated with the ωB97M-V functional and the def2-TZVPD basis.

Properties
HOMO level: -9.897 eV
net charge: +1
electronic energy: -103713.2590 eV

Geometry (Å):
C -5.7208 2.4233 -0.4885
O -5.7875 1.4833 0.5611
C -4.5202 0.9158 0.8614
C -4.2510 -0.2542 -0.1560
C -3.4736 -1.4447 0.4649
C -1.9636 -1.4720 0.0868
C -1.7504 -2.0046 -1.3682
N -1.6361 -0.8769 -2.3011
C -2.4886 -0.4248 -3.3088
I -4.3129 -1.3707 -3.7822
C -1.9561 0.6863 -3.8625
Cl -2.6973 1.5947 -5.1079
N -0.7379 0.9194 -3.2169
C 0.1626 2.0184 -3.5456
C 1.1439 2.3644 -2.4081
O 0.7092 2.8929 -1.4205
O 2.4542 2.0211 -2.5555
C -0.6080 -0.0386 -2.3258
O 0.4306 -0.2161 -1.4880
H -5.6040 3.4626 -0.1328
H -6.6776 2.3943 -1.0323
H -4.9259 2.2199 -1.2256
H -3.7615 1.6887 0.6581
H -4.4704 0.4963 1.8713
H -3.6956 0.1943 -0.9949
H -5.2010 -0.6274 -0.5625
H -3.8620 -2.4241 0.1514
H -3.5913 -1.4290 1.5561
H -1.5202 -0.4715 0.2074
H -1.4642 -2.1210 0.8218
H -0.8513 -2.6346 -1.3624
H -2.6135 -2.5974 -1.6887
H -0.4546 2.9120 -3.7172
H 0.6707 1.8374 -4.5081
H 2.6709 1.3099 -1.9342
H 0.8999 -1.0201 -1.7814
C 1.3872 4.4379 -5.8331
O 1.5628 3.1826 -6.4700
C 0.5194 2.8622 -7.3923
C 1.0465 2.8463 -8.8141
N 1.3639 4.1945 -9.2676
C 2.0861 4.2385 -10.5396
C 3.4937 3.6449 -10.5741
O 4.4404 4.3617 -9.8009
C 4.5103 3.9881 -8.4378
H 2.1594 4.5367 -5.0698
H 1.4936 5.2627 -6.5416
H 0.4065 4.4917 -5.3468
H -0.3329 3.5415 -7.2931
H 0.1722 1.8538 -7.1398
H 0.2872 2.4151 -9.4726
H 1.9308 2.1963 -8.8342
H 1.9301 4.6515 -8.5645
H 2.1629 5.2918 -10.8191
H 1.4761 3.7536 -11.3079
H 3.8447 3.7141 -11.6070
H 3.5090 2.5784 -10.3209
H 4.2797 2.9303 -8.2858
H 3.8457 4.6089 -7.8300
H 5.5288 4.1710 -8.0936
C 3.0837 -8.6269 -1.9332
O 3.4042 -7.5290 -1.0943
C 4.5074 -6.7593 -1.5625
C 4.0471 -5.3762 -1.9817
N 3.2517 -5.4381 -3.2060
C 2.5866 -4.1875 -3.5414
C 1.5061 -3.6891 -2.5808
O 0.3475 -4.5025 -2.5326
C 0.4167 -5.5846 -1.6086
H 2.3156 -9.2147 -1.4326
H 2.6895 -8.2892 -2.8974
H 3.9568 -9.2644 -2.0946
H 5.0419 -7.2630 -2.3724
H 5.2006 -6.6545 -0.7235
H 4.9211 -4.7419 -2.1528
H 3.4702 -4.9527 -1.1490
H 2.5470 -6.1571 -3.1018
H 2.1213 -4.3296 -4.5204
H 3.3431 -3.4055 -3.6639
H 1.1651 -2.7128 -2.9637
H 1.8951 -3.5027 -1.5708
H 1.0345 -5.3484 -0.7394
H 0.7860 -6.4866 -2.0979
H -0.5971 -5.7942 -1.2653
C 1.6361 2.4118 1.8823
O 2.9267 2.5563 2.4428
C 3.0405 2.0235 3.7593
C 3.9522 0.8128 3.7483
N 3.3017 -0.3076 3.0714
C 4.1822 -1.4409 2.8004
C 5.3287 -1.2174 1.8162
O 4.9012 -0.9822 0.4789
C 4.6089 0.3688 0.1737
H 1.6230 2.9476 0.9347
H 1.4091 1.3564 1.6875
H 0.8694 2.8403 2.5343
H 2.0669 1.7840 4.1924
H 3.4957 2.8015 4.3790
H 4.1905 0.5253 4.7759
H 4.8840 1.1028 3.2467
H 2.9277 0.0179 2.1897
H 3.5520 -2.2401 2.3996
H 4.5892 -1.8080 3.7471
H 5.9084 -2.1435 1.7814
H 6.0242 -0.4389 2.1466
H 5.2233 1.0670 0.7450
H 3.5467 0.5847 0.3388
H 4.8143 0.5223 -0.8892
C -0.4934 5.5872 3.6387
O -0.5837 4.6737 4.7183
C 0.6772 4.1499 5.1262
C 1.0370 4.6436 6.5148
N 1.3622 6.0649 6.4957
C 1.4959 6.6610 7.8244
C 0.2459 6.7204 8.7014
O -0.7610 7.5886 8.2112
C -1.6573 7.0053 7.2828
H -1.5075 5.8348 3.3271
H 0.0116 6.5098 3.9401
H 0.0314 5.1403 2.7885
H 1.4681 4.3808 4.4056
H 0.5683 3.0621 5.1623
H 1.9011 4.0822 6.8831
H 0.1835 4.4359 7.1728
H 0.6344 6.5598 5.9965
H 1.8450 7.6856 7.6741
H 2.2877 6.1361 8.3681
H 0.5503 7.1376 9.6652
H -0.1654 5.7278 8.9184
H -1.8134 5.9400 7.4710
H -1.3091 7.1582 6.2576
H -2.6162 7.5159 7.3791
C -6.3723 -3.5383 6.3547
O -5.5631 -4.6923 6.2067
C -6.2788 -5.8314 5.7373
C -5.8165 -6.2106 4.3433
N -6.2537 -5.2232 3.3604
C -5.6557 -5.3971 2.0408
C -4.1453 -5.1970 1.9185
O -3.7202 -3.8589 2.1397
C -3.4781 -3.5284 3.5006
H -5.7666 -2.7658 6.8269
H -6.7154 -3.1656 5.3838
H -7.2334 -3.7431 6.9965
H -7.3605 -5.6742 5.7683
H -6.0445 -6.6555 6.4168
H -6.2311 -7.1875 4.0799
H -4.7223 -6.2948 4.3684
H -6.0173 -4.2993 3.6989
H -6.1420 -4.6748 1.3785
H -5.9138 -6.3917 1.6641
H -3.8742 -5.4250 0.8823
H -3.5749 -5.8955 2.5398
H -3.1239 -4.3843 4.0782
H -4.3740 -3.1084 3.9630
H -2.7080 -2.7544 3.5250

=====

No. 3
Below is a 2-piece molecular cluster, C3H3N2O2 overall at a distorted geometry, with properties calculated with the ωB97M-V functional and the def2-TZVPD basis.

Properties
energy relative to the best compared isomer or geometry (same formula, charge and spin): 859.1 kJ/mol
HOMO level: -3.097 eV
net charge: -1
electronic energy: -10227.1226 eV

Geometry (Å):
C 3.2811 0.0325 -1.0922
C 2.1816 0.2952 -0.4933
C -0.3254 0.3969 0.9081
N -1.1787 -0.2857 0.2831
N -2.5041 -0.4581 0.2105
O -3.1559 -1.3453 0.7740
O -3.0583 0.2207 -0.6731
H 4.2874 0.1200 -1.3522
H -0.8276 1.0862 1.6676
H 1.2999 -0.0622 -0.2324